Here is a molecular structure, C11H19CrIN2S4 in a non-equilibrium geometry from the OMol25 dataset. Energies are from ωB97M-V/def2-TZVPD.

Structure (ORCA input):
```
! wB97M-V def2-TZVPD RIJCOSX def2/J DEFGRID3
* xyz 3 4
I -2.65 0.64 5.94
Cr -0.25 0.02 0.35
S -1.44 -0.84 -1.49
S -0.59 2.16 -0.64
S 1.77 0.84 1.22
S 0.68 -2.05 0.49
N -3.04 -0.38 1.83
N -1.73 0.02 1.85
C -0.64 1.76 -2.40
C -1.44 0.44 3.06
C -1.40 0.53 -2.69
C 0.23 -2.94 -1.06
C 2.41 -1.68 0.14
C 2.98 -0.51 0.91
C 1.15 2.91 -0.47
C -2.58 0.19 3.91
C -0.25 -2.04 -2.19
C -3.55 -0.35 3.09
C 2.30 1.99 -0.13
H 0.58 -1.49 -2.65
H -1.16 0.03 -3.65
H 0.36 1.54 -2.79
H 1.06 -3.62 -1.28
H -0.54 -3.63 -0.70
H 2.91 -2.60 0.39
H 2.58 -1.50 -0.92
H 2.59 1.44 -1.03
H -2.48 0.76 -2.72
H -4.55 -0.62 3.20
H -3.44 -0.65 0.93
H 3.88 0.01 0.51
H -1.02 2.68 -2.79
H -0.80 -2.72 -2.86
H 3.14 -0.90 1.93
H 0.98 3.59 0.39
H 3.18 2.49 0.30
H 1.25 3.55 -1.35
H -0.51 0.93 3.38
*
```

<S²>: 3.810
Gap between HOMO and LUMO (spin up / spin down), eV: 4.196 / 4.886
HOMO (spin up / spin down), eV: -16.69 / -16.68